No. 1
43
Properties=species:S:1:pos:R:3:forces:R:3:lowdin_spin:R:1 method="wB97M-V/def2-TZVPD" relative_energy_kcal_mol=14.1 total_charge=+2 homo_lumo_gap_ha="0.2264 / 0.2010" mol_weight_g_mol=648.5 spin_multiplicity=2 fmax_ev_per_a=2.2 energy_ev=-163242.286
Ir -0.19615 0.30151 0.29219 0.1 -1.6 1.4 0.030
C 4.91455 0.15212 -1.90373 0.0 0.0 0.0 0.000
C 3.62198 -0.54180 -1.58794 0.0 0.0 0.0 -0.002
C 3.32930 -1.82672 -2.04076 0.0 0.0 0.0 0.003
C 2.13422 -2.45942 -1.70389 0.1 0.1 0.1 -0.002
C 1.25883 -1.74770 -0.92966 0.1 0.1 0.1 -0.002
Br -0.43132 -2.38820 -0.36278 0.0 -0.6 0.0 0.005
N 1.49856 -0.49706 -0.49341 -0.1 0.0 -0.6 -0.034
C 2.66204 0.09357 -0.81310 0.1 0.1 0.1 -0.003
H 5.57699 -0.49138 -2.47656 0.0 0.0 0.0 0.000
H 5.42584 0.44140 -0.98561 0.0 0.0 0.0 0.000
H 4.73510 1.06133 -2.47798 0.0 0.0 0.0 0.000
H 4.04526 -2.35058 -2.66179 0.0 0.0 0.0 0.000
H 1.90035 -3.46101 -2.03452 0.0 0.0 0.0 0.000
H 2.81750 1.08984 -0.42081 -0.1 0.0 0.0 -0.001
Se -0.43837 1.08206 2.49174 -0.3 1.8 -0.8 0.339
C -0.07967 0.24102 4.16607 0.2 -1.0 -0.5 0.038
C 1.14489 0.45517 4.77565 -0.1 0.0 0.0 0.009
C 1.30143 -0.08265 6.04820 0.1 0.1 0.0 0.002
N 0.35700 -0.77512 6.67025 0.0 -0.1 0.0 -0.003
C -0.80240 -0.96782 6.05454 -0.1 0.1 0.1 0.002
C -1.08723 -0.47753 4.78532 0.1 0.0 0.0 0.009
H 1.93644 1.02449 4.30989 0.0 0.0 0.0 0.003
H 2.23310 0.05580 6.58325 0.0 0.0 0.0 0.000
H -1.55080 -1.53314 6.59643 0.0 0.0 0.0 0.000
H -2.05348 -0.63842 4.32856 0.0 -0.1 0.0 0.003
C -2.34733 1.47306 -4.58422 0.1 -0.4 -0.1 0.016
C -1.74104 0.37089 -3.96889 -0.1 0.1 -0.2 0.039
C -1.26478 0.45974 -2.67848 0.1 0.3 0.3 0.044
C -1.36921 1.65298 -1.94765 -0.1 0.0 0.0 0.015
C -0.91163 1.81752 -0.57647 0.1 0.9 0.3 0.119
C -1.04504 3.07354 0.06360 -0.2 0.4 -0.5 0.079
C -1.60622 4.14994 -0.59319 0.1 -0.1 0.4 0.040
C -2.06951 4.00128 -1.89087 -0.1 0.0 -0.3 0.178
C -1.96961 2.77584 -2.58033 0.0 -0.2 -0.1 0.000
C -2.45974 2.65388 -3.89973 0.0 0.3 0.3 0.064
H -2.72352 1.39133 -5.59408 0.0 0.0 0.0 0.000
H -1.64693 -0.56008 -4.51144 0.0 0.0 0.0 0.001
H -0.81173 -0.41392 -2.23054 0.0 -0.1 -0.1 0.002
H -0.71412 3.20988 1.08181 0.1 0.0 0.0 0.000
H -1.69007 5.10220 -0.08828 0.0 0.0 0.0 -0.001
H -2.52552 4.84382 -2.39683 0.0 0.0 0.0 0.007
H -2.92876 3.51277 -4.36266 0.0 0.0 0.0 0.002

No. 2
47
Properties=species:S:1:pos:R:3:forces:R:3:lowdin_charge:R:1 method="wB97M-V/def2-TZVPD" smiles=COc1cc(Nc2nc(Oc3cccc4cccnc34)ncc2Br)cc(O)c1OC relative_energy_kcal_mol=0.0 total_charge=0 homo_lumo_gap_ha=0.2942 mol_weight_g_mol=469.3 fmax_ev_per_a=2.6 energy_ev=-106244.655
Br -4.40477 -1.57922 -2.85578 0.4 0.0 0.6 0.759
N -2.42839 -3.94276 -0.12631 0.8 0.0 0.8 0.146
N -1.61723 -1.75448 0.25491 0.8 -0.9 0.5 0.230
N 1.03665 -3.68694 -0.95695 0.4 -0.2 -0.5 0.142
O 1.93103 1.63104 -0.03073 0.7 0.7 0.3 0.077
O -0.64588 -3.60435 1.34170 -1.5 0.4 -1.1 0.064
O -1.65668 4.68067 0.17374 -0.3 -0.1 0.5 -0.116
O 1.11572 4.14762 0.32874 -0.7 -1.1 0.0 -0.098
C -1.57518 -3.06970 0.46563 -1.1 -0.1 -1.5 -0.334
C 1.88898 -3.80977 -1.97718 0.2 0.9 2.5 -0.118
C -3.27124 -3.48266 -1.05325 1.0 1.3 0.7 -0.151
C -2.45013 -1.30676 -0.67968 0.1 1.9 0.0 -0.339
C -0.23578 0.80076 -0.42745 -1.5 0.8 0.1 0.073
C -2.12580 2.34184 -0.38579 0.9 0.6 0.5 0.048
C 1.11951 -2.59495 2.56704 -1.3 -0.3 -0.3 0.012
C 3.21494 -3.37185 -1.91623 0.5 0.9 0.5 -0.053
C 2.43720 -2.12472 2.62868 1.6 0.8 -0.4 -0.076
C -3.28252 -2.12518 -1.40160 -0.8 -2.3 -0.5 -0.574
C 0.60833 1.86825 -0.12748 -0.2 -0.8 -0.3 -0.261
C -1.23984 3.38376 -0.02155 0.6 -0.4 -0.5 -0.223
C 0.14720 3.15970 0.05684 -0.7 1.2 -0.1 -0.134
C -1.63874 1.04028 -0.56445 1.5 0.9 0.4 -0.213
C 0.60538 -3.05534 1.35211 1.6 0.3 1.1 -0.198
C 3.65423 -2.75656 -0.76167 0.8 -0.6 -1.5 -0.020
C 3.29764 -2.11431 1.53991 -1.8 -0.4 1.0 -0.026
C 1.49198 -3.15023 0.21734 -0.6 0.0 -0.6 -0.141
C 2.81832 -2.66602 0.33716 -0.2 0.2 0.6 -0.182
N -2.55309 0.05330 -0.91245 0.4 -1.1 0.3 0.091
C -2.41887 4.84928 1.38127 -0.7 -0.5 -0.5 -0.053
C 1.07258 5.38580 -0.37346 0.0 0.3 0.2 -0.064
H 2.32289 2.49214 0.24340 -0.1 -0.7 -0.3 0.120
H 1.63023 -4.25851 -2.88347 -1.2 -0.7 -1.1 0.087
H -3.93216 -4.17907 -1.53953 -0.1 -0.3 0.0 0.101
H 0.17083 -0.18549 -0.52564 0.2 -0.2 -0.1 0.105
H -3.17502 2.58946 -0.49138 0.0 -0.1 0.0 0.120
H 0.47076 -2.57050 3.48608 0.7 -0.1 -1.2 0.139
H 3.83865 -3.44282 -2.80008 0.0 -0.1 0.1 0.103
H 2.84671 -1.66486 3.52270 -0.4 -0.2 0.2 0.103
H 4.68162 -2.39509 -0.66628 -0.3 0.0 -0.1 0.122
H 4.28816 -1.70179 1.59902 0.2 0.0 0.1 0.109
H -3.36811 0.30624 -1.43549 -0.1 0.3 -0.2 0.075
H -3.44850 4.46566 1.21590 0.5 0.3 0.2 0.092
H -2.45588 5.90767 1.62006 0.0 0.1 -0.1 0.087
H -1.98806 4.29739 2.21513 0.2 0.0 0.0 0.097
H 0.66220 6.15940 0.26655 -0.1 0.1 0.2 0.084
H 0.46877 5.36273 -1.26972 -0.1 -0.3 -0.2 0.095
H 2.09140 5.67095 -0.63026 0.1 -0.2 0.0 0.090

No. 3
49
Properties=species:S:1:pos:R:3:forces:R:3:lowdin_spin:R:1 method="wB97M-V/def2-TZVPD" relative_energy_kcal_mol=58.7 total_charge=-1 homo_lumo_gap_ha="0.2077 / 0.2072" mol_weight_g_mol=700.8 spin_multiplicity=2 fmax_ev_per_a=0.9 energy_ev=-162256.444
Ti -0.83363 0.20872 -0.72457 -0.5 0.3 0.6 1.029
O 3.51898 -4.33344 2.94286 0.0 0.0 0.0 0.000
C 4.18051 -3.34521 2.27847 -0.1 0.1 0.0 -0.001
O 5.38302 -3.33985 2.29806 0.0 0.0 0.0 -0.002
C 3.34572 -2.34149 1.57842 0.0 -0.1 0.0 -0.006
C 1.99610 -2.53397 1.27301 0.0 0.0 0.0 0.001
C 1.28410 -1.57503 0.58979 0.0 0.0 0.1 0.000
C 1.88229 -0.36060 0.18892 0.0 0.1 -0.2 0.001
C 3.23311 -0.16388 0.52948 0.0 -0.1 0.0 -0.005
C 3.94206 -1.14174 1.19198 0.0 0.1 0.0 0.001
N 1.11543 0.52936 -0.50714 -0.1 0.0 -0.3 -0.011
C 1.50407 1.83378 -0.80878 0.1 -0.1 0.1 -0.002
C 0.52670 2.65042 -1.27147 0.0 0.2 -0.1 0.003
C 0.71198 4.05080 -1.58513 0.0 -0.1 0.0 -0.005
C -0.31293 4.80038 -2.02593 -0.1 0.0 0.0 0.003
C -1.61655 4.20233 -2.19527 0.1 0.0 0.0 -0.010
C -1.77117 2.89958 -1.87771 0.0 -0.2 0.1 0.010
N -0.76376 2.08975 -1.41955 0.3 0.1 0.1 -0.001
H 2.57718 -4.13452 2.94613 -0.1 0.0 0.0 0.000
H 1.47512 -3.44828 1.53948 0.0 0.0 0.0 0.000
H 0.22827 -1.77736 0.39017 0.1 0.0 -0.1 0.002
H 3.72165 0.76612 0.27804 0.0 0.0 0.0 -0.001
H 4.98208 -0.98325 1.44474 0.0 0.0 0.0 0.000
H 2.50998 2.18934 -0.63746 0.0 0.0 0.0 0.000
H 1.69726 4.47568 -1.43579 0.0 0.0 0.0 0.000
H -0.16956 5.85056 -2.24933 0.0 0.0 0.0 0.000
H -2.45589 4.77652 -2.56007 0.0 0.0 0.0 -0.001
H -2.72943 2.40137 -1.97981 0.0 0.0 0.0 0.002
Cl 1.31623 -2.13768 -2.70304 0.1 0.0 0.0 0.004
C 1.42673 -1.10246 -4.13546 0.1 -0.1 -0.1 0.000
Cl 0.60784 0.44960 -3.95708 0.0 0.0 0.0 0.002
H 0.97336 -1.63276 -4.96413 0.0 0.0 0.0 0.000
H 2.47724 -0.90823 -4.31439 0.0 0.0 0.0 0.000
Se -1.23301 1.27346 1.63940 -0.1 0.0 -0.1 -0.014
Te -2.53971 -1.22651 -2.35469 0.1 0.0 0.1 -0.009
C -3.35085 -0.97840 -0.40084 -0.2 -0.1 -0.1 0.003
C -3.02886 -1.86443 0.62940 0.0 0.0 0.0 0.001
C -3.58058 -1.71432 1.89484 0.0 0.0 0.0 0.003
C -4.46159 -0.67472 2.15022 0.0 0.0 0.0 -0.001
C -4.80105 0.20450 1.13152 0.0 0.0 0.0 0.003
C -4.25358 0.05404 -0.13180 0.0 0.0 0.0 0.001
H -2.35692 -2.69066 0.42731 0.0 0.0 0.0 0.000
H -3.30784 -2.40592 2.68220 0.0 0.0 0.0 0.000
H -4.87445 -0.54436 3.14248 0.0 0.0 0.0 0.000
H -5.48512 1.02163 1.32400 0.0 0.0 0.0 0.000
H -4.53132 0.73742 -0.92443 0.0 0.0 0.0 0.000
S -0.82021 -0.31543 3.14062 0.1 -0.1 0.0 0.000
C 0.79079 -0.00424 3.59266 -0.2 0.1 -0.1 0.000
N 1.87021 0.21339 3.93966 0.0 -0.1 0.0 0.001

No. 4
53
Properties=species:S:1:pos:R:3:forces:R:3:lowdin_spin:R:1 method="wB97M-V/def2-TZVPD" relative_energy_kcal_mol=20.2 total_charge=-2 homo_lumo_gap_ha="0.1445 / 0.2183" mol_weight_g_mol=886.1 spin_multiplicity=6 fmax_ev_per_a=0.4 energy_ev=-105076.383
Ru -0.05310 -0.39427 0.01492 -0.2 -0.2 -0.3 2.613
I -3.76681 0.71550 -6.05925 0.0 0.0 0.0 0.001
C -2.52961 -0.17689 -4.59409 0.0 0.1 0.1 0.041
C -2.59082 -1.57382 -4.47157 -0.1 -0.1 -0.1 0.260
C -1.84297 -2.17902 -3.44546 0.0 0.0 -0.1 0.110
I -2.00100 -4.24627 -3.17539 0.0 0.0 0.0 0.002
C -1.01614 -1.47964 -2.57105 0.1 0.0 0.1 0.126
O -0.35179 -2.01329 -1.62958 0.0 0.1 0.1 0.214
C -0.80823 0.01347 -2.81880 0.1 -0.1 0.1 0.061
C 0.07029 2.11020 -1.72539 0.0 0.0 0.0 0.002
N 1.41133 1.86903 -2.26016 0.0 0.0 0.0 0.006
C 2.52574 2.05718 -1.36790 0.0 0.1 0.0 0.019
C 2.68550 1.04917 -0.24464 0.1 0.0 -0.1 0.138
C 3.60897 1.32459 0.72869 0.0 0.0 -0.1 0.051
C 4.00207 0.35565 1.67957 0.0 0.0 0.0 0.274
C 3.46713 -0.94146 1.48198 0.0 -0.1 -0.1 0.055
C 2.55232 -1.16239 0.49860 0.1 0.0 0.1 0.151
N 2.03809 -0.17372 -0.33683 -0.1 0.1 0.3 0.253
C -1.74872 0.61629 -3.82095 -0.1 0.1 -0.1 0.222
H -3.23132 -2.15908 -5.11329 0.0 0.0 0.0 0.019
H 0.12424 2.65537 -0.77518 0.0 0.0 0.0 0.002
H -0.46347 2.76747 -2.42971 0.0 0.0 0.0 0.000
H 1.56478 2.39272 -3.10592 0.0 0.0 0.0 0.000
H 2.54184 3.06653 -0.90772 0.0 0.0 0.0 0.002
H 3.42869 1.98979 -1.98739 0.0 0.0 0.0 0.010
H 4.08020 2.30523 0.71727 0.0 0.0 0.0 -0.002
H 4.74965 0.56505 2.43340 0.0 0.0 0.0 0.026
H 3.76716 -1.77622 2.10463 0.0 0.0 0.0 -0.002
H 2.12540 -2.14795 0.34826 0.0 0.0 0.0 0.011
H -1.76649 1.69287 -3.92988 0.0 0.0 0.0 0.016
Cl -5.40351 -2.96983 3.48483 -0.1 0.0 0.0 0.000
C -3.79361 -2.48212 3.05784 0.0 0.0 0.0 0.001
C -2.73234 -2.78855 3.88841 -0.1 0.0 0.0 0.008
Cl -2.99729 -3.66535 5.36205 0.0 0.0 0.1 0.002
C -1.43587 -2.38681 3.53917 0.0 0.1 -0.1 0.005
Cl -0.08493 -2.74545 4.56917 0.0 0.0 0.0 0.001
C -1.18644 -1.68528 2.36582 -0.3 0.1 -0.1 0.005
O -0.00142 -1.27042 1.99923 0.0 -0.1 -0.1 0.069
C -2.29347 -1.37289 1.49920 0.3 0.0 0.2 0.002
O -2.02970 -0.70704 0.40492 0.0 0.0 0.1 0.081
C -3.57317 -1.77455 1.86753 0.1 0.0 0.0 0.011
Cl -4.88528 -1.37317 0.81536 0.0 0.0 -0.1 0.003
N 1.53913 3.20524 2.39420 -0.1 0.0 0.0 0.005
C 0.77405 2.03530 2.31179 0.1 -0.1 0.0 0.011
N 1.15232 1.02803 3.14135 -0.1 0.0 0.0 0.007
O -0.19989 1.97524 1.57250 -0.1 0.1 0.1 0.039
H 2.52199 3.03264 2.55133 0.0 0.0 0.0 0.002
H 1.38940 3.76491 1.56765 0.0 0.0 0.0 0.000
H 2.13162 0.98911 3.37977 0.0 0.0 0.0 0.008
H 0.74613 0.12002 2.88592 0.0 0.0 0.0 0.001
C -0.71117 0.82093 -1.50925 0.0 0.2 -0.1 0.019
H -1.71662 1.08086 -1.15613 0.0 0.0 0.0 0.009
H 0.21713 0.04709 -3.22981 0.0 0.0 0.0 0.028